[1]
A molecular structure, C36H42Cl3N3O4PSn. Source: the OMol25 dataset; level of theory: ωB97M-V/def2-TZVPD.

```
! RIJCOSX wB97M-V def2-TZVPD def2/J DEFGRID3
* xyz 3 1
Sn -0.68624 0.38126 -0.55039
C -1.86651 0.77390 -3.79945
N -2.34238 -0.21427 -2.84123
C -3.71599 0.09906 -2.46383
C -2.20282 -1.57943 -3.34658
C -0.78237 -2.14470 -3.20609
N -0.34233 -2.35318 -1.82888
C -0.95370 -3.53725 -1.23937
C 1.10877 -2.48350 -1.77959
H -2.54173 0.85700 -4.65915
H -0.87421 0.51184 -4.16355
H -1.80785 1.75173 -3.31640
H -4.40105 0.03461 -3.31806
H -3.75811 1.11721 -2.07186
H -4.07192 -0.58370 -1.69448
H -2.45228 -1.61098 -4.41611
H -2.90492 -2.22828 -2.82126
H -0.07667 -1.45381 -3.67069
H -0.74561 -3.08846 -3.76917
H -0.79430 -4.42275 -1.86692
H -2.02240 -3.39000 -1.10754
H -0.50499 -3.72606 -0.26526
H 1.46666 -3.31866 -2.39201
H 1.42875 -2.64416 -0.75155
H 1.56897 -1.56566 -2.13628
Cl -2.82844 -1.32758 0.76844
C -2.63752 -2.37180 2.12535
C -3.60679 -3.31565 2.41709
C -3.43785 -4.12661 3.52855
C -2.32049 -3.99865 4.33958
C -1.35704 -3.04964 4.04605
C -1.50654 -2.23330 2.92409
P -0.20781 -1.01201 2.53724
C 0.03036 -0.08009 4.07101
C 1.15731 -0.26773 4.87857
C 1.23133 0.39108 6.09085
C 0.22513 1.26508 6.48110
C -0.88859 1.46211 5.67228
C -0.98286 0.80151 4.46370
C 1.31251 -1.91446 2.18854
C 2.47513 -1.15172 2.01849
C 3.67841 -1.78795 1.79107
C 3.72140 -3.17454 1.70529
C 2.56646 -3.93232 1.85778
C 1.35208 -3.30669 2.07151
H -4.48621 -3.40858 1.79773
H -4.19594 -4.85486 3.76414
H -2.20276 -4.63538 5.20414
H -0.48382 -2.93875 4.67372
H 1.93977 -0.95142 4.58440
H 2.07726 0.21694 6.73917
H 0.31548 1.79729 7.41410
H -1.66793 2.13838 5.98833
H -1.83590 0.96274 3.81888
H 2.42192 -0.07140 2.06296
H 4.58177 -1.21106 1.67500
H 4.65513 -3.67119 1.49956
H 2.62096 -5.01033 1.81271
H 0.45136 -3.89252 2.18527
Cl -3.04934 7.95909 0.22599
C -2.37637 6.44463 -0.14410
C -1.48376 6.32432 -1.22388
C -0.96027 5.09947 -1.53977
Cl 0.12677 4.93901 -2.83820
C -1.29068 3.88751 -0.80363
O -0.85601 2.77716 -1.18143
C -2.13670 4.07712 0.35637
C -2.38336 2.98543 1.26120
O -1.94292 1.84199 1.18883
C -2.68109 5.32811 0.63740
H -1.22052 7.20370 -1.79478
H -3.02168 3.25446 2.11958
H -3.34085 5.44399 1.48699
O 3.68744 1.09384 -0.70015
C 2.64229 1.26637 -1.30519
O 1.50235 0.81796 -1.01101
C 2.75840 2.09603 -2.63446
N 4.20412 2.40642 -2.76411
C 4.72264 1.77050 -4.00325
C 3.75654 0.61641 -4.24247
C 2.41317 1.22913 -3.84625
H 2.13644 2.98783 -2.55155
H 4.57261 1.92348 -1.88126
H 4.43734 3.39957 -2.72440
H 5.75607 1.45783 -3.86741
H 4.67254 2.48622 -4.82775
H 4.00081 -0.22856 -3.59632
H 3.77299 0.27765 -5.27644
H 1.67035 0.47801 -3.57910
H 2.01864 1.83467 -4.66045
*
```

E_HOMO (spin up / spin down)	-15.8042 / -15.9383	eV
relative energy (zero: lowest compared OMol25 entry of this formula, charge and spin)	177.7	kJ/mol
orbital gap (spin up / spin down)	5.36 / 5.18	eV
molecular weight	836.8	g/mol
LUMO level (spin up / spin down)	-10.44 / -10.76	eV
electronic energy	-103336.9017	eV


[2]
A molecular structure, C36H43BGe2N6O4PtS2. Source: the OMol25 dataset; level of theory: ωB97M-V/def2-TZVPD.

```
! RIJCOSX wB97M-V def2-TZVPD def2/J DEFGRID3
* xyz 2 1
Pt -0.45460 -1.56416 -0.15909
N -3.41604 6.08177 2.20368
C -3.09259 4.78051 2.07101
C -3.52079 3.83506 3.02506
C -3.19372 2.51078 2.89227
C -2.42444 2.10227 1.79739
C -1.99865 3.01898 0.83298
C -2.32885 4.34149 0.96796
S -2.00828 0.45312 1.70073
O -0.48286 0.28882 2.06472
O -2.76444 -0.34410 2.60750
N -1.90672 -0.07040 0.18628
C -3.17994 -0.31511 -0.38078
N -3.21737 -1.24370 -1.32664
C -4.40976 -1.48555 -1.87783
C -5.55447 -0.83180 -1.47437
C -5.39827 0.11052 -0.46902
N -4.21735 0.37395 0.07596
H -3.96039 6.40495 2.98305
H -3.11705 6.76332 1.52987
H -4.11802 4.16011 3.86688
H -3.53126 1.78697 3.62016
H -1.42292 2.69021 -0.02139
H -2.00987 5.05729 0.22144
H -4.43424 -2.22871 -2.66722
H -6.51565 -1.04015 -1.91889
H -6.23955 0.67625 -0.08651
C -1.59617 1.35042 -3.14068
C -1.80371 -0.05679 -3.68925
Ge -0.90347 -1.51359 -2.74125
C -1.53986 -3.28217 -3.27704
C -0.62962 -4.47354 -3.01646
C 0.98511 -1.32357 -3.19236
C 1.96833 -0.85777 -2.42230
Ge 1.56389 -0.19655 -0.61903
C 2.96304 -0.65869 0.67459
C 3.81229 0.53181 1.12506
C 1.00068 1.68114 -0.57473
C 1.94677 2.65644 -1.27935
C 3.38735 -0.86597 -2.86239
C 3.87045 -1.90855 -3.65700
C 5.19053 -1.92639 -4.07582
C 6.05588 -0.90679 -3.70279
C 5.59406 0.12652 -2.90100
C 4.27375 0.13820 -2.47935
H -2.04487 2.09005 -3.80412
H -0.53309 1.58417 -3.06366
H -2.04780 1.47617 -2.15404
H -1.34448 -0.12722 -4.68183
H -2.86106 -0.28770 -3.81035
H -1.66109 -3.15660 -4.36044
H -2.54076 -3.43968 -2.87495
H 0.32154 -4.36766 -3.53939
H -1.09694 -5.39419 -3.36728
H -0.40278 -4.59012 -1.95966
H 1.22921 -1.62410 -4.21473
H 3.59169 -1.41340 0.19581
H 2.48256 -1.13015 1.53324
H 4.48974 0.86079 0.33684
H 4.42714 0.25474 1.98209
H 3.20685 1.38822 1.42667
H 0.84808 1.98975 0.46093
H 0.02534 1.70001 -1.06081
H 2.92643 2.69340 -0.80222
H 1.53724 3.66747 -1.25099
H 2.08949 2.39053 -2.32792
H 3.21135 -2.72294 -3.93092
H 5.54815 -2.74261 -4.68928
H 7.08660 -0.92213 -4.02988
H 6.26177 0.92502 -2.60580
H 3.92377 0.96011 -1.86557
O 0.05759 2.31667 3.36850
B 0.30836 1.04626 2.93325
O 1.48628 0.51198 3.37600
C 2.03297 1.53109 4.15366
C 3.22183 1.53816 4.84034
C 3.51695 2.70698 5.54011
C 2.65233 3.79707 5.53821
C 1.44879 3.77338 4.83561
C 1.17482 2.61519 4.15193
H 3.88498 0.68476 4.84084
H 4.43983 2.76498 6.09990
H 2.91848 4.68386 6.09596
H 0.76841 4.61293 4.82815
S 0.94490 -3.33280 0.07618
C -0.34277 -4.28479 0.69276
N -0.08971 -5.46991 1.30494
C -1.07523 -6.27350 1.76394
C -2.37162 -5.88145 1.61130
C -2.58633 -4.64573 0.98588
N -1.61302 -3.86817 0.54798
H 0.87804 -5.75266 1.40949
H -0.76878 -7.19647 2.23539
H -3.18909 -6.49300 1.95845
H -3.59332 -4.27363 0.83546
*
```

E_HOMO	-12.6509	eV
relative energy (zero: lowest compared OMol25 entry of this formula, charge and spin)	0.0	kJ/mol
orbital gap	6.69	eV
molecular weight	1039.0	g/mol
LUMO level	-5.96	eV
electronic energy	-193776.4202	eV


[3]
A molecular structure, C36H43N6O4Y. Source: the OMol25 dataset; level of theory: ωB97M-V/def2-TZVPD.

```
! RIJCOSX wB97M-V def2-TZVPD def2/J DEFGRID3
* xyz 0 1
Y 0.53396 0.06492 0.16216
C -2.69278 -1.25392 -0.47716
C -2.89697 -1.73458 0.96537
C -2.25838 -0.75139 1.94327
N -0.79899 -0.80805 1.93298
C -0.18030 -1.50651 2.87052
C -0.86684 -2.43685 3.69357
C -0.46879 -3.23551 4.74507
C 0.77026 -3.38368 5.35051
C 1.91781 -2.71846 4.97022
C 2.12938 -1.79213 3.96152
C 1.27911 -1.20269 3.00032
N 1.70814 -0.28220 2.14818
C 3.07732 0.19482 2.22458
C 4.06840 -0.67884 1.45348
C 3.84046 -0.57003 -0.05384
N 2.54608 -1.05823 -0.49796
C 2.41054 -2.30610 -0.89747
C 3.45905 -3.25808 -0.75781
C 3.60360 -4.56466 -1.16730
C 2.73268 -5.39406 -1.86089
C 1.46149 -5.04139 -2.25867
C 0.75502 -3.85794 -2.09345
C 1.07704 -2.61598 -1.50710
N 0.21869 -1.59640 -1.49448
C -1.00576 -1.70419 -2.28243
C -2.17132 -2.28635 -1.48402
H -1.99273 -0.40497 -0.45262
H -3.61148 -0.79781 -0.85095
H -2.44528 -2.72064 1.10357
H -3.96077 -1.83612 1.19096
H -2.65110 -0.87605 2.95447
H -2.54590 0.26055 1.64322
H -1.90548 -2.57169 3.42911
H -1.26087 -3.85475 5.15471
H 0.84244 -4.08120 6.17461
H 2.80806 -2.95570 5.54440
H 3.15534 -1.45831 3.90887
H 3.40049 0.32975 3.26122
H 3.10042 1.20021 1.78237
H 3.97287 -1.71936 1.77441
H 5.08812 -0.35224 1.67719
H 4.66283 -1.04025 -0.60128
H 3.88880 0.49642 -0.30955
H 4.31636 -2.88887 -0.21402
H 4.55512 -5.01147 -0.89604
H 3.06912 -6.39733 -2.08690
H 0.90274 -5.81866 -2.77085
H -0.25001 -3.91677 -2.48292
H -0.83185 -2.25893 -3.20825
H -1.28753 -0.69282 -2.59307
H -1.82567 -3.18184 -0.96172
H -2.96705 -2.60070 -2.16326
O -2.41822 2.96700 0.02445
C -1.56438 2.60491 0.82055
O -0.48972 1.96091 0.47338
C -1.72673 2.87866 2.29133
C -0.80593 2.40701 3.21776
C -0.97633 2.61358 4.58965
C -2.09113 3.31691 4.96965
O -2.51352 3.62324 6.23660
C -3.56197 4.57093 6.04466
O -4.04022 4.41495 4.71528
C -3.00863 3.79591 4.04715
C -2.86329 3.59234 2.70279
H 0.05451 1.85183 2.86953
H -0.27272 2.23385 5.31745
H -3.15785 5.58241 6.17054
H -4.36642 4.36849 6.74712
H -3.58170 3.93940 1.97426
C 2.13537 0.98838 -2.82959
C 2.30530 1.93783 -4.03879
N 1.80256 3.27230 -3.71157
C 0.35169 3.18830 -3.53233
C -0.00061 2.03468 -2.56681
N 1.22279 1.60320 -1.83925
C 1.88013 2.81200 -1.28969
C 2.40017 3.69757 -2.44663
H 3.08920 0.80358 -2.33636
H 1.72638 0.01901 -3.11567
H 1.75243 1.57437 -4.90720
H 3.35529 2.01443 -4.32742
H -0.11876 3.03873 -4.50556
H 0.00112 4.14468 -3.14088
H -0.36186 1.16490 -3.11937
H -0.76169 2.32744 -1.84427
H 2.70042 2.49897 -0.63564
H 1.14360 3.32918 -0.67676
H 3.48540 3.62703 -2.54548
H 2.15215 4.74536 -2.27011
*
```

E_HOMO	-6.9996	eV
relative energy (zero: lowest compared OMol25 entry of this formula, charge and spin)	0.0	kJ/mol
orbital gap	7.21	eV
molecular weight	712.7	g/mol
LUMO level	0.21	eV
electronic energy	-56205.8035	eV